# 1
{"formula": "CH6NO4P2", "method": "wB97M-V/def2-TZVPD", "elements": ["C", "N", "O", "O", "O", "O", "P", "P", "H", "H", "H", "H", "H", "H"], "positions_angstrom": [[0.966, -0.575, 0.687], [1.394, -1.858, 0.220], [-1.391, 0.469, -1.531], [-2.195, 1.349, 0.760], [-2.845, -1.050, 0.128], [0.625, 2.088, 0.158], [1.701, 0.886, -0.172], [-1.856, 0.078, 0.063], [1.082, -0.364, 1.701], [1.013, -2.072, -0.677], [1.306, -2.582, 0.947], [-0.720, 1.211, -1.460], [-0.177, 1.902, 0.687], [1.099, 0.518, -1.511]], "forces_ev_per_a": [[-1.475, 0.906, -2.417], [0.507, 0.494, 1.609], [0.408, 0.296, 1.275], [0.721, 0.591, 0.394], [1.291, 0.386, -0.600], [0.289, 0.450, 0.398], [-1.155, -0.793, -1.356], [0.351, -0.544, -0.682], [0.057, -0.358, 1.890], [-0.374, -0.476, -0.223], [-0.226, 0.442, -1.064], [-1.218, -1.106, 0.052], [-0.185, -0.367, -0.267], [1.010, 0.079, 0.991]], "nbo_charge": [-0.553, -0.870, -1.021, -1.171, -1.119, -1.052, 0.833, 2.133, 0.171, 0.377, 0.368, 0.498, 0.529, -0.119], "multiplicity": 1, "total_charge": -1, "lumo_ha": [0.13964, 0.13889], "e_above_lowest_ev": 2.315, "e_homo_ev": [-2.915, -3.212]}



# 2
{"formula": "CH2N3O3", "method": "wB97M-V/def2-TZVPD", "elements": ["C", "N", "N", "N", "O", "O", "O", "H", "H"], "positions_angstrom": [[-1.040, 0.661, 0.085], [1.072, -0.806, -0.048], [-0.090, -1.285, -0.510], [1.273, 0.365, 0.129], [-0.053, 1.206, -0.439], [-1.359, 0.410, 1.216], [2.277, 1.091, 0.323], [-1.842, 0.614, -0.701], [-0.238, -2.257, -0.055]], "forces_ev_per_a": [[-5.124, -1.083, -0.948], [-0.712, -2.756, -0.028], [0.705, -1.105, 0.743], [1.119, 2.156, 0.389], [3.724, 1.658, -0.980], [0.388, 0.074, 2.042], [-0.854, -0.825, -0.372], [-0.003, -0.123, 0.071], [0.757, 2.004, -0.918]], "nbo_charge": [0.656, -0.015, -0.685, 0.407, -0.532, -0.698, -0.508, 0.056, 0.320], "multiplicity": 1, "total_charge": -1, "smiles": "[H]/N=N/N([O-])OC=O", "lumo_ha": [0.16614, 0.16614], "e_above_lowest_ev": 4.840, "e_homo_ev": [-3.448, -3.447]}



# 3
{"formula": "C44H66BrO4RuSe", "method": "wB97M-V/def2-TZVPD", "elements": ["Ru", "C", "C", "C", "C", "C", "C", "C", "Se", "C", "C", "C", "C", "C", "C", "O", "C", "C", "C", "C", "C", "C", "C", "C", "C", "O", "C", "C", "C", "C", "C", "C", "H", "H", "H", "H", "H", "H", "H", "H", "H", "H", "H", "H", "H", "H", "H", "H", "H", "H", "H", "H", "H", "H", "H", "H", "H", "H", "H", "H", "H", "H", "H", "H", "H", "H", "H", "H", "H", "H", "H", "H", "C", "C", "C", "C", "C", "C", "C", "Br", "C", "O", "C", "C", "C", "C", "C", "C", "H", "H", "H", "H", "H", "H", "H", "H", "H", "H", "H", "H", "H", "H", "H", "H", "H", "H", "H", "H", "C", "C", "O", "H", "H", "H", "H", "H", "H"], "positions_angstrom": [[-1.102, 1.537, 0.394], [4.660, -0.738, 4.466], [3.880, 0.319, 5.261], [4.730, 1.592, 5.380], [3.633, -0.224, 6.669], [2.579, 0.639, 4.527], [2.623, 1.149, 3.240], [1.455, 1.417, 2.546], [1.623, 2.119, 0.761], [2.129, 0.535, -0.189], [3.475, 0.207, -0.250], [3.876, -0.948, -0.899], [2.872, -1.722, -1.478], [1.515, -1.426, -1.450], [1.123, -0.244, -0.780], [-0.146, 0.144, -0.715], [0.568, -2.422, -2.142], [-0.922, -2.078, -2.072], [0.944, -2.515, -3.629], [0.742, -3.801, -1.483], [5.334, -1.394, -0.988], [6.274, -0.413, -0.287], [5.751, -1.494, -2.461], [5.487, -2.766, -0.319], [0.187, 1.201, 3.103], [-0.925, 1.460, 2.416], [0.122, 0.712, 4.428], [1.317, 0.444, 5.087], [-1.231, 0.470, 5.105], [-2.029, 1.781, 5.173], [-2.023, -0.589, 4.324], [-1.072, -0.042, 6.539], [5.601, -0.974, 4.968], [4.894, -0.388, 3.459], [4.079, -1.657, 4.374], [5.666, 1.375, 5.899], [4.197, 2.361, 5.942], [4.978, 2.003, 4.400], [4.589, -0.435, 7.150], [3.059, -1.152, 6.648], [3.099, 0.498, 7.291], [3.573, 1.339, 2.754], [4.193, 0.865, 0.219], [3.172, -2.627, -1.993], [-1.159, -1.133, -2.559], [-1.280, -2.027, -1.045], [-1.475, -2.870, -2.585], [0.819, -1.546, -4.116], [0.292, -3.234, -4.131], [1.975, -2.837, -3.778], [0.480, -3.753, -0.425], [1.764, -4.172, -1.561], [0.084, -4.528, -1.965], [6.228, 0.581, -0.736], [7.302, -0.769, -0.373], [6.041, -0.325, 0.777], [5.653, -0.527, -2.957], [5.136, -2.213, -3.004], [6.792, -1.817, -2.539], [5.199, -2.717, 0.733], [6.526, -3.101, -0.376], [4.865, -3.521, -0.802], [1.262, 0.061, 6.094], [-2.232, 2.175, 4.180], [-1.478, 2.534, 5.743], [-2.983, 1.606, 5.677], [-2.201, -0.272, 3.300], [-2.988, -0.764, 4.807], [-1.477, -1.535, 4.302], [-0.539, 0.671, 7.171], [-0.548, -0.999, 6.575], [-2.063, -0.192, 6.971], [-5.362, -3.166, -3.526], [-4.788, -1.990, -4.316], [-5.919, -1.363, -5.142], [-3.705, -2.528, -5.261], [-4.179, -0.932, -3.398], [-4.152, -1.057, -2.017], [-3.568, -0.056, -1.270], [-3.444, -0.297, 0.627], [-2.992, 1.104, -1.800], [-2.494, 2.033, -0.992], [-2.979, 1.218, -3.207], [-3.587, 0.205, -3.942], [-2.320, 2.362, -3.997], [-1.302, 1.758, -4.979], [-1.560, 3.394, -3.156], [-3.407, 3.110, -4.782], [-5.792, -3.894, -4.217], [-6.153, -2.845, -2.846], [-4.590, -3.674, -2.945], [-6.360, -2.108, -5.808], [-5.557, -0.537, -5.756], [-6.704, -0.977, -4.489], [-4.123, -3.290, -5.923], [-2.887, -2.975, -4.693], [-3.285, -1.736, -5.883], [-4.558, -1.921, -1.512], [-3.586, 0.303, -5.020], [-0.533, 1.203, -4.436], [-0.814, 2.557, -5.542], [-1.764, 1.079, -5.696], [-0.738, 2.936, -2.606], [-2.202, 3.901, -2.439], [-1.139, 4.138, -3.837], [-3.947, 2.449, -5.462], [-2.957, 3.910, -5.375], [-4.133, 3.557, -4.100], [-3.301, 3.839, 1.786], [-1.908, 4.413, 1.857], [-1.177, 3.975, 0.690], [-3.905, 4.239, 2.600], [-3.286, 2.752, 1.882], [-3.770, 4.091, 0.835], [-1.391, 4.070, 2.757], [-1.935, 5.505, 1.854], [-0.288, 4.347, 0.719]], "forces_ev_per_a": [[0.122, -0.016, -0.003], [-0.005, -0.001, -0.002], [0.009, 0.010, -0.001], [0.001, -0.004, 0.006], [0.001, -0.009, -0.011], [-0.013, -0.010, 0.010], [-0.009, 0.003, 0.004], [0.037, -0.009, -0.005], [-0.073, 0.016, -0.047], [0.007, 0.002, 0.028], [-0.005, 0.007, -0.007], [0.008, -0.007, 0.005], [0.013, 0.012, 0.010], [-0.052, 0.012, 0.008], [0.023, -0.014, -0.034], [0.023, -0.018, 0.035], [0.019, -0.009, 0.013], [-0.022, -0.017, 0.020], [-0.005, 0.009, -0.006], [0.005, 0.013, -0.014], [0.002, 0.003, -0.011], [-0.004, -0.009, -0.007], [-0.002, 0.001, 0.008], [0.006, 0.000, 0.000], [0.000, -0.008, 0.050], [-0.035, 0.018, 0.000], [-0.021, 0.010, -0.023], [0.017, 0.002, -0.014], [0.012, -0.024, -0.005], [-0.010, 0.006, -0.006], [-0.002, 0.003, -0.001], [-0.001, 0.009, -0.006], [0.002, 0.001, 0.000], [0.005, -0.002, -0.002], [0.000, -0.001, -0.003], [0.002, 0.002, 0.000], [0.000, 0.001, 0.000], [-0.001, -0.001, -0.002], [0.001, 0.003, 0.002], [-0.005, 0.002, 0.000], [0.002, 0.000, 0.005], [0.005, 0.000, 0.002], [-0.002, 0.002, -0.001], [0.002, -0.007, 0.003], [0.011, 0.012, -0.009], [-0.002, 0.006, -0.001], [-0.008, -0.002, -0.001], [0.000, 0.000, -0.003], [0.000, 0.000, -0.005], [-0.003, 0.000, 0.005], [0.001, -0.004, 0.001], [0.001, -0.008, -0.001], [0.002, 0.000, -0.004], [-0.001, 0.003, 0.002], [0.001, 0.002, 0.002], [0.002, 0.002, 0.003], [0.002, 0.001, -0.001], [0.001, -0.001, -0.003], [0.000, -0.001, -0.001], [-0.002, -0.001, 0.001], [0.001, -0.002, 0.001], [-0.003, 0.001, -0.001], [0.004, -0.002, 0.004], [0.000, -0.005, -0.002], [-0.001, -0.001, 0.003], [-0.003, 0.006, 0.002], [-0.002, 0.005, -0.004], [0.000, 0.002, 0.001], [0.000, -0.001, 0.002], [0.002, -0.002, 0.001], [-0.001, -0.002, 0.004], [-0.002, -0.002, 0.000], [0.004, 0.001, -0.004], [0.006, -0.011, 0.001], [-0.004, -0.001, 0.005], [-0.003, 0.005, 0.008], [0.010, 0.016, 0.006], [-0.006, 0.014, -0.034], [0.000, -0.019, 0.120], [-0.019, 0.020, -0.097], [-0.065, -0.055, -0.086], [0.023, 0.065, 0.070], [0.030, -0.007, 0.007], [-0.015, -0.028, 0.012], [-0.016, 0.010, 0.003], [-0.007, -0.008, 0.002], [-0.013, 0.012, 0.003], [0.010, 0.003, 0.003], [-0.003, 0.000, 0.000], [-0.004, -0.004, -0.001], [0.001, 0.001, 0.001], [-0.001, -0.001, -0.001], [0.005, 0.001, 0.001], [-0.003, 0.001, -0.002], [-0.002, 0.001, -0.001], [0.003, -0.002, 0.000], [0.001, -0.003, -0.005], [0.001, -0.006, -0.003], [-0.003, -0.001, -0.001], [0.002, 0.000, 0.001], [0.000, 0.001, -0.002], [0.003, 0.004, -0.003], [0.008, -0.009, 0.001], [0.002, 0.000, -0.008], [0.006, -0.003, 0.000], [-0.002, -0.006, -0.002], [-0.003, 0.001, -0.002], [-0.001, 0.002, 0.001], [0.005, -0.013, -0.030], [0.004, 0.028, 0.008], [-0.006, 0.001, 0.028], [-0.003, 0.000, 0.005], [0.002, 0.001, 0.007], [-0.007, 0.008, 0.010], [0.000, -0.001, -0.001], [-0.003, -0.003, -0.005], [0.000, -0.005, -0.009]], "lowdin_spin": [3.827, 0.001, 0.001, 0.001, 0.000, 0.012, 0.003, 0.023, 0.129, 0.024, 0.003, 0.013, -0.002, 0.016, 0.019, 0.263, 0.002, 0.001, 0.001, 0.001, 0.001, 0.000, 0.001, 0.001, 0.015, 0.207, 0.013, -0.001, 0.001, 0.001, 0.001, 0.000, 0.000, 0.000, 0.000, 0.000, 0.000, 0.000, 0.000, 0.000, 0.000, 0.002, 0.002, 0.000, 0.000, 0.000, 0.000, 0.000, 0.000, 0.000, 0.000, 0.000, 0.000, 0.000, 0.000, 0.000, 0.000, 0.000, 0.000, 0.000, 0.000, 0.000, 0.000, 0.000, 0.000, 0.000, 0.000, 0.000, 0.000, 0.000, 0.000, 0.000, 0.000, 0.001, 0.001, 0.001, 0.009, 0.001, 0.013, 0.068, 0.018, 0.206, 0.012, -0.001, 0.001, 0.000, 0.000, 0.000, 0.000, 0.000, 0.000, 0.000, 0.000, 0.000, 0.000, 0.000, 0.000, 0.001, 0.000, 0.000, 0.000, 0.000, 0.000, 0.000, 0.000, 0.000, 0.000, 0.000, 0.005, 0.004, 0.071, 0.000, 0.003, 0.000, 0.000, 0.002, 0.002], "s_squared": 8.763, "multiplicity": 6, "total_charge": 0, "lumo_ha": [0.01218, -0.03894], "e_above_lowest_ev": 0.000, "e_homo_ev": [-7.536, -7.846]}



# 4
{"formula": "C4H6NO3", "method": "wB97M-V/def2-TZVPD", "elements": ["C", "C", "C", "C", "N", "O", "O", "O", "H", "H", "H", "H", "H", "H"], "positions_angstrom": [[1.262, -1.229, 0.238], [0.693, 0.100, -0.463], [-1.818, -0.628, -0.436], [-0.657, 0.245, 0.104], [-0.769, 1.153, 1.048], [0.775, -2.247, -0.070], [1.433, 1.231, -0.260], [-2.915, -0.257, -0.228], [2.398, -1.069, 0.668], [0.797, -0.088, -1.537], [-1.726, -1.491, -1.082], [-0.070, 1.911, 1.144], [2.241, 1.018, -0.697], [-1.645, 1.350, 1.572]], "forces_ev_per_a": [[3.160, 1.469, -0.908], [-0.302, -0.276, -0.190], [0.214, 0.106, 0.255], [0.602, 0.991, 0.716], [-1.157, -0.087, -0.875], [-0.566, -1.346, 0.541], [-0.048, 0.550, 1.235], [-1.640, 1.070, 0.853], [-2.552, -0.328, -0.267], [-1.003, -0.793, 0.019], [1.348, -0.412, -0.143], [-0.010, -0.956, -0.132], [1.461, 0.639, -0.364], [0.490, -0.628, -0.739]], "nbo_charge": [0.424, -0.095, 0.349, 0.365, -0.603, -0.433, -0.678, -0.385, 0.171, 0.254, 0.205, 0.465, 0.500, 0.460], "multiplicity": 1, "total_charge": 1, "smiles": "[NH2+]=C(C=O)[C@@H](O)C=O", "lumo_ha": -0.23271, "e_above_lowest_ev": 2.234, "e_homo_ev": -14.841}



# 5
{"formula": "C3H5N", "method": "wB97M-V/def2-TZVPD", "elements": ["C", "C", "C", "H", "H", "H", "H", "H", "N"], "positions_angstrom": [[1.174, 0.801, -0.699], [0.613, 0.057, 0.580], [-0.697, -0.420, 0.230], [0.609, 1.749, -0.860], [2.232, 1.241, -0.547], [1.138, 0.195, -1.616], [1.291, -0.826, 0.890], [0.599, 0.801, 1.406], [-1.772, -0.827, 0.009]], "forces_ev_per_a": [[1.202, 1.457, 0.629], [2.345, 0.227, -0.591], [-3.182, -1.324, 0.185], [-0.065, -0.925, 0.004], [-1.403, -1.238, -0.078], [0.052, 0.163, 0.467], [-1.135, 1.398, -0.516], [-0.252, -0.717, -0.394], [2.438, 0.959, 0.295]], "nbo_charge": [-0.599, -0.525, 0.278, 0.219, 0.218, 0.224, 0.253, 0.254, -0.321], "multiplicity": 1, "total_charge": 0, "smiles": "CCC#N", "lumo_ha": 0.02911, "e_above_lowest_ev": 0.336, "e_homo_ev": -11.508}



# 6
{"formula": "C4H8O3", "method": "wB97M-V/def2-TZVPD", "elements": ["O", "C", "C", "C", "O", "C", "O", "H", "H", "H", "H", "H", "H", "H", "H"], "positions_angstrom": [[1.586, 1.115, -2.209], [0.931, 0.964, -1.076], [1.053, -0.121, 1.195], [-0.321, 0.034, 0.933], [-0.853, 1.144, 0.686], [-1.173, -1.199, 0.635], [-2.016, -0.898, -0.455], [1.140, 0.677, -2.955], [-0.023, 0.471, -1.147], [1.197, 1.675, -0.312], [1.569, 0.730, 1.633], [1.439, -1.101, 1.483], [-0.544, -2.054, 0.369], [-1.758, -1.482, 1.525], [-2.227, 0.043, -0.305]], "forces_ev_per_a": [[0.238, -0.156, 0.101], [-0.142, 0.056, -0.130], [-0.005, 0.113, -0.070], [0.071, 0.104, -0.208], [-0.069, -0.203, 0.524], [0.109, -0.220, 0.139], [-0.154, 0.192, 0.023], [0.207, -0.128, 0.421], [0.017, 0.057, 0.124], [-0.220, -0.067, -0.118], [0.030, -0.075, -0.197], [-0.084, 0.217, -0.378], [-0.059, 0.104, -0.006], [0.119, 0.132, -0.092], [-0.059, -0.127, -0.133]], "nbo_charge": [-0.623, 0.188, -0.569, 0.396, -0.686, -0.149, -0.728, 0.501, 0.201, 0.215, 0.205, 0.207, 0.180, 0.177, 0.485], "multiplicity": 1, "total_charge": 0, "lumo_ha": [-0.01466, -0.01467], "e_above_lowest_ev": 4.494, "e_homo_ev": [-8.527, -8.526]}